1.
91
Properties=species:S:1:pos:R:3 method="wB97M-V/def2-TZVPD" max_force_ev_per_a=6.30 e_tot_ha=-3558.37057 multiplicity=3 charge=+3
O -1.888 -1.750 -2.194
V -0.498 -0.922 -2.042
O -0.037 0.052 2.329
V -1.490 0.344 1.744
O -0.889 0.078 -0.271
H -0.492 0.939 -0.507
C -0.309 4.663 2.357
C -0.501 3.154 2.665
C -1.458 2.827 3.770
O -1.803 1.444 3.814
C -2.630 1.239 5.009
N -0.921 2.500 1.405
H 0.018 5.247 3.217
H -1.278 5.117 2.150
H 0.404 4.936 1.579
H 0.436 2.677 2.954
H -2.384 3.365 3.570
H -1.032 3.137 4.724
H -2.925 0.192 4.942
H -3.530 1.854 4.999
H -2.109 1.477 5.936
H -0.243 2.781 0.712
H -1.645 3.161 1.163
C 2.680 0.588 1.275
C 4.111 0.318 0.757
C 4.686 -1.070 1.043
O 6.050 -1.058 0.518
C 7.001 -0.566 1.492
N 4.122 0.432 -0.682
H 2.377 1.600 1.006
H 2.572 0.518 2.358
H 1.947 0.010 0.713
H 4.838 1.087 1.018
H 4.056 -1.767 0.489
H 4.572 -1.261 2.110
H 7.019 -1.286 2.310
H 6.834 0.413 1.939
H 8.016 -0.544 1.096
H 4.123 1.422 -0.883
H 5.093 0.195 -0.822
C -2.946 2.781 -2.890
C -2.736 1.259 -2.914
C -3.629 0.698 -4.069
O -3.401 -0.704 -4.323
C -4.479 -1.316 -5.127
N -1.327 0.883 -3.152
H -2.690 3.289 -3.820
H -2.189 3.273 -2.279
H -3.990 2.972 -2.640
H -3.085 0.806 -1.986
H -3.417 1.231 -4.996
H -4.669 0.962 -3.880
H -5.479 -1.140 -4.731
H -4.365 -2.398 -5.071
H -4.361 -0.949 -6.146
H -0.854 1.637 -2.674
H -1.176 0.984 -4.145
C -2.746 -3.999 2.580
C -2.362 -2.563 2.912
C -1.200 -2.573 4.066
O -0.981 -1.275 4.456
C 0.027 -1.150 5.396
N -1.913 -1.927 1.669
H -3.510 -3.944 1.805
H -3.124 -4.523 3.458
H -1.886 -4.534 2.176
H -3.248 -2.034 3.264
H -0.266 -3.036 3.746
H -1.540 -3.044 4.988
H 0.930 -1.708 5.150
H -0.211 -1.336 6.443
H 0.180 -0.071 5.415
H -2.634 -2.160 1.001
H -1.166 -2.500 1.304
C 3.225 0.297 -3.859
C 1.783 -0.146 -3.597
C 1.574 -1.584 -4.108
O 0.223 -1.956 -3.978
C -0.145 -3.252 -4.546
N 1.532 -0.049 -2.207
H 3.482 0.384 -4.914
H 3.984 -0.367 -3.444
H 3.419 1.271 -3.408
H 1.079 0.443 -4.186
H 2.122 -2.315 -3.512
H 1.848 -1.748 -5.150
H -1.155 -3.596 -4.323
H 0.478 -4.077 -4.200
H 0.060 -3.335 -5.613
H 1.685 0.930 -2.011
H 2.356 -0.328 -1.694



2.
84
Properties=species:S:1:pos:R:3 method="wB97M-V/def2-TZVPD" max_force_ev_per_a=10.83 smiles=CC(C)O.CC(C)O.CC(C)O.CC(C)O.CC(C)O.CC(C)O.CO.CO e_tot_ha=-1397.13392 relative_energy_kj_mol=893.85
C -0.713 0.327 0.200
O -1.230 -0.834 -0.435
H -1.434 1.033 0.192
H -0.011 0.867 -0.282
H -0.332 0.174 1.208
H -0.682 -1.450 -0.058
C -4.401 0.227 -0.025
O -3.926 -1.158 -0.318
H -3.898 0.823 0.866
H -5.422 -0.120 0.259
H -4.302 0.899 -0.853
H -2.967 -1.176 -0.185
C -0.111 4.069 -0.744
C -0.371 5.517 -0.118
C -0.640 5.386 1.385
O 0.896 6.173 -0.441
H 0.871 3.525 -0.363
H 0.097 3.849 -1.855
H -1.106 3.406 -0.601
H -1.290 5.866 -0.633
H -0.906 6.270 1.965
H 0.301 4.861 1.741
H -1.535 4.906 1.273
H 0.774 6.853 -1.354
C 1.465 -5.035 -0.378
C 1.506 -3.655 0.232
C 2.263 -2.617 -0.764
O 0.259 -3.080 0.533
H 1.013 -4.967 -1.295
H 1.114 -5.791 0.180
H 2.559 -5.570 -0.529
H 1.991 -3.687 1.126
H 1.806 -2.765 -1.672
H 3.153 -2.863 -0.812
H 2.057 -1.645 -0.177
H -0.105 -3.488 1.245
C 4.565 1.251 1.570
C 3.235 1.975 1.784
C 2.190 0.951 2.315
O 3.440 3.102 2.571
H 4.396 0.344 0.854
H 5.026 1.008 2.507
H 5.355 1.570 0.970
H 2.750 2.389 0.925
H 2.156 0.108 1.538
H 1.207 1.456 2.237
H 2.183 0.566 3.370
H 3.548 3.846 2.032
C -0.757 -2.658 -3.479
C -1.512 -3.972 -2.991
C -3.091 -3.887 -3.008
O -1.150 -4.992 -3.790
H -0.810 -1.810 -2.799
H -1.265 -2.093 -4.457
H 0.266 -2.796 -3.821
H -1.233 -4.102 -1.968
H -3.485 -3.028 -2.491
H -3.525 -4.660 -2.616
H -3.411 -3.829 -4.132
H -1.521 -5.860 -3.411
C -2.265 1.039 4.228
C -3.423 0.077 4.428
C -3.221 -1.257 3.824
O -3.739 0.031 5.789
H -1.354 0.787 4.642
H -2.280 2.147 4.502
H -1.809 1.162 3.197
H -4.315 0.567 4.022
H -3.068 -1.364 2.679
H -3.744 -2.087 4.088
H -2.219 -1.545 4.261
H -4.474 0.549 6.038
C 1.382 0.510 -3.135
C 2.651 1.297 -3.085
C 3.511 0.927 -1.889
O 3.288 1.020 -4.320
H 0.811 1.000 -2.326
H 1.429 -0.536 -2.907
H 0.831 0.683 -4.063
H 2.221 2.458 -3.104
H 3.726 -0.122 -1.745
H 2.925 1.240 -1.044
H 4.391 1.371 -1.897
H 3.470 0.047 -4.418



3.
89
Properties=species:S:1:pos:R:3 method="wB97M-V/def2-TZVPD" max_force_ev_per_a=7.90 e_tot_ha=-1616.34767 relative_energy_kj_mol=63.43 charge=+1
N 12.800 41.673 40.285
H 12.247 42.552 40.439
H 12.388 41.175 39.482
H 12.793 41.116 41.155
H 13.728 41.877 39.937
C 16.136 39.748 40.262
O 15.371 40.326 39.251
H 16.808 40.423 40.959
H 16.816 39.135 39.678
H 15.639 38.802 40.839
H 15.571 39.907 38.353
C 12.363 38.228 38.677
O 12.817 38.566 39.986
H 11.208 38.101 38.717
H 12.617 37.275 38.327
H 12.543 39.164 37.938
H 12.831 37.713 40.410
C 10.157 43.774 35.070
O 10.711 42.706 35.815
C 11.992 42.861 36.365
C 12.160 43.948 37.422
N 13.376 43.687 38.094
C 13.725 44.857 39.043
C 14.963 44.565 39.774
O 14.688 43.817 40.886
C 15.855 43.565 41.595
H 10.104 44.784 35.142
H 8.989 43.556 34.843
H 10.667 43.559 34.014
H 12.613 42.775 35.209
H 11.978 41.836 36.882
H 11.324 43.918 38.300
H 12.509 44.913 36.900
H 14.181 43.668 37.449
H 12.949 44.972 39.699
H 14.106 45.770 38.264
H 15.332 45.534 40.179
H 15.619 43.948 38.968
H 16.416 43.154 40.729
H 15.657 42.690 42.309
H 16.378 44.380 42.000
C 12.569 40.101 43.649
O 12.208 41.388 43.570
C 13.237 42.267 44.133
C 12.771 43.797 43.838
N 13.839 44.714 44.153
C 13.749 45.940 43.490
C 14.962 46.706 43.911
O 15.308 47.807 43.051
C 14.389 48.905 43.229
H 13.045 39.976 44.598
H 13.339 39.712 42.834
H 11.794 39.625 43.393
H 14.313 42.207 43.692
H 13.068 41.962 45.080
H 11.739 43.787 44.118
H 12.839 43.775 42.740
H 13.831 44.780 45.131
H 12.684 46.493 43.649
H 13.872 45.694 42.521
H 15.932 46.128 44.211
H 14.913 47.179 44.774
H 14.708 49.614 42.454
H 14.161 49.301 44.269
H 13.405 48.696 43.077
C 6.259 39.089 42.172
O 7.519 39.379 41.706
C 7.775 40.701 41.474
C 9.319 40.860 41.080
N 9.718 42.172 40.661
C 9.637 43.129 41.834
C 10.073 44.482 41.452
O 9.861 45.446 42.586
C 10.249 46.721 42.330
H 6.248 39.307 43.172
H 5.921 37.985 42.257
H 5.438 39.733 41.620
H 7.796 41.329 42.378
H 7.135 41.145 40.724
H 9.476 40.124 40.098
H 10.025 40.642 41.967
H 9.022 42.566 39.873
H 10.127 42.675 42.707
H 8.633 43.335 41.855
H 9.568 44.840 40.642
H 11.050 44.316 41.409
H 11.233 46.737 41.813
H 10.011 47.395 43.248
H 9.784 47.233 41.463



4.
92
Properties=species:S:1:pos:R:3 method="wB97M-V/def2-TZVPD" max_force_ev_per_a=11.47 smiles=COCCNCCOC.OCCO.OCCO.OCCO.OCCO.OCCO.CCO.CCO e_tot_ha=-1903.93858 relative_energy_kj_mol=223.61
C -3.947 0.831 -4.007
O -3.787 1.500 -2.783
C -2.931 0.741 -1.958
C -2.979 1.226 -0.493
N -1.949 0.401 0.189
C -2.287 -1.017 0.417
C -1.394 -1.629 1.516
O -1.418 -2.802 1.851
C -2.328 -3.046 2.940
H -3.073 0.469 -4.400
H -4.115 1.573 -4.781
H -4.657 0.086 -3.821
H -1.943 0.505 -2.389
H -3.495 -0.159 -1.889
H -3.956 0.936 -0.089
H -2.828 2.320 -0.473
H -1.075 0.585 -0.171
H -2.026 -1.451 -0.603
H -3.260 -1.159 0.777
H -1.473 -1.016 2.373
H -0.424 -1.448 1.202
H -2.369 -4.139 3.022
H -3.227 -2.536 2.685
H -1.978 -2.716 3.959
C 2.699 -0.219 0.293
C 1.515 0.592 0.171
O 1.180 0.809 -1.150
H 2.745 -0.516 1.331
H 3.558 0.363 0.020
H 2.555 -1.090 -0.309
H 1.579 1.615 0.581
H 0.664 -0.035 0.577
H 0.547 1.544 -1.183
C 0.899 -2.791 -3.846
C 0.689 -2.059 -2.600
O -0.094 -2.892 -1.757
H 1.540 -3.624 -3.472
H 1.502 -2.463 -4.686
H 0.033 -3.372 -4.186
H 0.100 -1.159 -2.710
H 1.638 -1.568 -2.133
H 0.587 -3.491 -1.381
C 0.068 -0.223 5.235
C 0.598 -0.439 3.948
O 2.024 -0.321 3.956
O -1.301 0.164 5.182
H 0.569 0.505 5.853
H 0.183 -1.150 5.799
H 0.174 0.189 3.189
H 0.315 -1.458 3.694
H 2.391 -0.851 4.619
H -1.475 0.651 4.387
C -0.713 -0.298 -5.638
C 0.056 0.943 -5.791
O 1.190 0.887 -5.037
O -1.845 -0.333 -6.545
H -1.001 -0.497 -4.595
H -0.043 -1.164 -6.000
H -0.630 1.765 -5.569
H 0.423 1.068 -6.847
H 0.982 0.662 -4.123
H -2.042 -1.200 -6.847
C -0.237 4.077 -0.319
C 0.861 4.899 -0.731
O 1.002 5.877 0.194
O -0.399 2.886 -1.066
H -1.267 4.441 -0.458
H -0.005 3.681 0.611
H 0.777 5.459 -1.658
H 1.773 4.290 -0.702
H 1.626 5.607 0.906
H -1.149 3.178 -1.575
C 1.536 -3.695 0.712
C 1.311 -4.624 1.782
O 0.719 -4.018 2.924
O 1.898 -4.425 -0.354
H 2.274 -2.970 1.007
H 0.670 -3.141 0.458
H 2.193 -5.237 2.029
H 0.545 -5.312 1.362
H -0.213 -3.872 2.695
H 1.359 -5.237 -0.397
C 2.756 3.384 4.414
C 2.215 3.068 3.092
O 1.834 4.108 2.309
O 2.739 2.238 5.176
H 2.295 4.263 4.905
H 3.838 3.565 4.244
H 1.250 2.620 3.192
H 2.925 2.481 2.526
H 0.946 4.243 2.648
H 3.018 1.529 4.613



5.
89
Properties=species:S:1:pos:R:3 method="wB97M-V/def2-TZVPD" max_force_ev_per_a=11.68 e_tot_ha=-1698.80962 relative_energy_kj_mol=183.93 charge=-1
C -0.356 0.850 -0.204
O -0.612 0.880 -1.416
O 0.634 -0.050 0.202
O -0.868 1.495 0.712
H 1.209 -0.370 -0.459
C -3.963 1.722 -1.979
O -2.830 2.166 -2.484
H -4.481 2.597 -1.619
H -3.845 1.054 -1.033
H -4.443 1.204 -2.913
H -2.210 1.595 -2.052
C -0.898 4.619 -0.761
O 0.266 3.881 -0.203
H -1.778 4.121 -0.339
H -0.948 4.815 -1.996
H -0.914 5.641 -0.277
H -0.137 3.018 0.195
C -2.362 -1.954 -2.831
O -1.021 -1.655 -2.813
H -2.668 -3.055 -3.130
H -3.013 -1.345 -3.579
H -2.734 -1.723 -1.863
H -0.947 -0.740 -2.363
C 1.712 2.340 2.665
O 0.508 1.665 2.897
H 2.250 2.218 3.483
H 1.429 3.257 2.067
H 2.421 1.849 1.924
H 0.042 1.553 2.169
C 3.234 3.030 -3.703
C 1.795 3.237 -3.462
C 0.945 4.106 -4.490
O 1.004 2.038 -3.454
H 3.565 3.879 -4.090
H 3.314 2.128 -4.550
H 3.714 2.761 -2.836
H 1.595 3.623 -2.384
H -0.126 4.210 -4.002
H 1.171 4.049 -5.529
H 1.343 5.170 -4.369
H 0.677 1.810 -2.706
C -4.775 -0.290 3.148
C -3.462 -0.098 2.306
C -3.396 -1.123 1.215
O -3.455 1.218 1.753
H -4.924 0.511 3.946
H -4.751 -1.113 3.505
H -5.643 -0.217 2.576
H -2.712 -0.193 3.159
H -2.405 -0.973 0.489
H -4.197 -1.087 0.405
H -3.451 -2.124 1.604
H -2.558 1.295 1.662
C 1.014 -4.749 -1.160
C 0.471 -3.607 -0.468
C -0.746 -4.097 0.356
O 1.476 -3.192 0.345
H 0.872 -5.584 -0.444
H 1.876 -4.669 -1.815
H 0.121 -5.067 -1.812
H 0.209 -2.924 -1.086
H -1.179 -3.244 0.835
H -0.509 -4.629 1.197
H -1.514 -4.632 -0.286
H 1.903 -2.397 -0.233
C 3.723 0.427 -0.486
C 3.883 -1.042 -1.087
C 4.461 -1.979 -0.101
O 2.627 -1.467 -1.572
H 3.178 0.535 0.458
H 3.404 1.010 -1.245
H 4.835 0.757 -0.412
H 4.809 -0.825 -1.838
H 5.453 -1.841 -0.082
H 4.471 -2.928 -0.613
H 4.058 -1.892 0.851
H 2.515 -1.206 -2.566
C -0.580 -1.925 5.207
C 0.695 -1.625 4.517
C 0.455 -1.530 3.011
O 1.086 -0.331 4.996
H -1.389 -1.236 5.293
H -0.337 -1.935 6.322
H -0.807 -2.866 4.915
H 1.450 -2.387 4.791
H 1.436 -1.455 2.346
H -0.181 -0.791 2.657
H 0.037 -2.464 2.719
H 0.781 0.296 4.296